# C2H8CdFOP

A structure of composition C2H8CdFOP (ωB97M-V/def2-TZVPD, OMol25).

Last column: Mulliken charge in e.
Positions of all 14 atoms, in Å:
C (1.6274, 0.2786, -0.1873)  -0.8640
C (0.8428, -1.0078, 0.1371)  -0.3788
O (-0.2637, -0.7026, 1.0156)  -0.3855
P (-1.6292, 0.0174, 0.5563)  0.4948
F (-2.6299, 0.9055, -0.5038)  -0.3246
H (1.4009, 1.0682, 0.5459)  0.4583
H (1.4789, 0.6461, -1.2354)  0.1663
H (2.7160, 0.1475, -0.1502)  0.3441
H (0.4713, -1.5123, -0.7632)  0.4241
H (1.4636, -1.7350, 0.6645)  0.3314
H (-0.8507, -0.0062, -0.8121)  0.1394
H (-1.5008, 1.1401, 1.3656)  0.2023
H (-2.5869, -0.9233, 0.9075)  0.1916
Cd (-0.5398, 1.6839, -1.5405)  1.2004

Values from the calculation:
E ... -764.36233 Eh
HOMO energy ... -0.736 hartree
Kohn-Sham gap ... 7.0 eV
Charge ... +2
E_LUMO ... -0.479 Eh
Energy above the lowest of the compared OMol25 structures with the same formula, charge and spin ... 0.000 eV

# C19H16N6O

An isolated molecule of C19H16N6O at a distorted geometry (ωB97M-V/def2-TZVPD, OMol25).

Last column: Mulliken charge in e.
Positions of all 42 atoms, in Å:
C (-1.8613, -6.0049, 3.7287)  -0.6273
C (-2.6300, -4.8277, 4.0431)  -0.1930
C (-2.2726, -3.4491, 3.7662)  0.5292
O (-2.7486, -2.5350, 4.3815)  -0.5778
N (-1.2093, -3.3460, 2.7732)  -0.2577
C (-0.6841, -1.9743, 2.3513)  -0.0255
C (-0.5909, -1.7095, 0.8933)  -0.6285
N (0.8792, -1.4627, 1.1348)  0.0262
C (1.5292, -0.3090, 0.6280)  0.3424
C (2.6897, 0.1551, 1.1514)  -0.3068
N (3.2309, 1.3792, 0.8239)  -0.6947
C (2.7092, 1.9703, -0.2468)  -1.0579
N (3.1720, 3.1396, -0.8539)  -0.0191
C (2.3414, 3.4565, -1.9038)  -0.5398
C (1.3739, 2.5495, -2.0299)  0.0646
C (0.2409, 2.7280, -2.9053)  0.6244
C (-0.3002, 1.6715, -3.6417)  -0.4609
C (-1.4198, 1.9078, -4.5516)  -0.2593
N (-1.9297, 3.0279, -4.7924)  -0.5727
C (-1.4101, 4.0644, -4.1317)  0.3216
C (-1.8427, 5.4188, -4.4862)  0.1134
N (-2.3139, 6.4855, -4.4528)  -0.4668
C (-0.4233, 3.9728, -3.0605)  -0.4270
C (1.6223, 1.5598, -0.9510)  0.8851
C (1.0623, 0.3279, -0.5058)  -0.0446
C (0.8250, -1.7356, 2.5601)  -0.8756
H (-0.9280, -5.8091, 3.1544)  0.1703
H (-1.9880, -7.1116, 3.9476)  0.2600
H (-3.5048, -4.9566, 4.6933)  0.3221
H (-0.9909, -4.2128, 2.2171)  0.3147
H (-1.2639, -1.1911, 2.8499)  0.3375
H (-1.3114, -0.9658, 0.3999)  0.2424
H (-0.6448, -2.6787, 0.2325)  0.2082
H (3.1858, -0.2910, 2.0131)  0.4920
H (4.0116, 3.5702, -0.7254)  0.1456
H (2.4650, 4.3977, -2.4779)  0.4501
H (0.1195, 0.6668, -3.5042)  0.4694
H (-1.8392, 0.9301, -4.9557)  0.2875
H (-0.1755, 4.8152, -2.3838)  0.4653
H (0.2718, -0.1146, -1.1557)  0.3139
H (1.4315, -2.5979, 2.7661)  0.3429
H (1.1220, -0.9114, 3.2069)  0.3061

Values from the calculation:
E ... -1137.28044 Eh
HOMO energy ... -0.302 hartree
Kohn-Sham gap ... 8.1 eV
E_LUMO ... -0.005 Eh
Energy above the lowest of the compared OMol25 structures with the same formula, charge and spin ... 2.745 eV

# C21H49AsF6N7O7Y

A structure of composition C21H49AsF6N7O7Y at a distorted geometry (ωB97M-V/def2-TZVPD, OMol25).

Last column: Mulliken charge in e.
Positions of all 92 atoms, in Å:
Y (-5.6546, 25.8958, 26.5780)  2.4242
As (-2.0195, 21.3821, 27.1717)  1.9896
F (-1.4254, 22.4563, 28.4482)  -0.4819
F (-0.7705, 22.1722, 26.1049)  -0.5082
F (-2.6488, 20.3976, 25.8248)  -0.4830
F (-3.2750, 20.6626, 28.2256)  -0.4887
F (-3.2073, 22.6728, 26.7361)  -0.4992
F (-0.8390, 20.1672, 27.7676)  -0.4875
C (-10.5247, 24.3448, 29.5506)  -1.0646
C (-9.1348, 23.7670, 29.4684)  0.7157
O (-8.2455, 24.4024, 28.9523)  -0.6028
N (-8.9722, 22.5508, 29.9840)  -0.1645
C (-7.7821, 21.7095, 29.9508)  -0.9015
H (-11.2137, 23.6079, 29.9634)  0.3607
H (-10.9690, 24.3864, 28.5562)  0.2932
H (-10.5718, 25.3005, 30.0727)  0.2548
H (-9.7825, 22.0604, 30.3348)  0.2604
H (-8.2405, 20.7503, 29.7100)  0.3634
H (-7.2086, 21.6068, 30.8720)  0.2438
H (-7.1659, 22.0032, 29.1010)  0.3173
C (-0.3234, 28.9015, 27.2526)  -1.2211
C (-0.6810, 27.4153, 27.5190)  0.8085
O (-1.6701, 26.8949, 27.0140)  -0.6723
N (-0.0022, 26.6785, 28.4029)  -0.1044
C (1.1018, 27.1280, 29.2895)  -0.9104
H (-1.0340, 29.4296, 26.6168)  0.2281
H (0.6235, 28.9096, 26.7127)  0.3926
H (-0.1918, 29.4291, 28.1972)  0.3822
H (-0.3093, 25.7208, 28.4963)  0.2187
H (1.6745, 27.9025, 28.7794)  0.3197
H (1.7926, 26.3248, 29.5458)  0.3348
H (0.7772, 27.4742, 30.2707)  0.3002
C (-9.4350, 21.4061, 25.0944)  -1.0385
C (-7.8759, 21.4134, 25.0430)  0.5171
O (-7.2075, 22.3734, 25.4490)  -0.6368
N (-7.2219, 20.2808, 24.7714)  -0.0893
C (-7.7272, 19.0577, 24.0766)  -0.8601
H (-9.7666, 22.4442, 25.0714)  0.3034
H (-9.7012, 21.0191, 26.0781)  0.2721
H (-9.9260, 21.0106, 24.2052)  0.4060
H (-6.2253, 20.3126, 24.9321)  0.2491
H (-8.6976, 18.7695, 24.4807)  0.3003
H (-7.0914, 18.1725, 24.0918)  0.3180
H (-7.9039, 19.3724, 23.0480)  0.3195
C (-5.1921, 24.2985, 20.9021)  -0.9187
C (-4.0466, 24.5184, 21.9081)  0.6113
O (-4.2149, 24.9764, 23.0537)  -0.6432
N (-2.8847, 24.1353, 21.3995)  -0.1425
C (-1.6250, 24.2923, 22.0656)  -0.8622
H (-4.8999, 23.8786, 19.9395)  0.3383
H (-5.5683, 25.2946, 20.6690)  0.2664
H (-5.8952, 23.6352, 21.4058)  0.2299
H (-2.8222, 23.5449, 20.5825)  0.2741
H (-0.8739, 24.5961, 21.3364)  0.2840
H (-1.4581, 23.2829, 22.4416)  0.3618
H (-1.6299, 25.0123, 22.8840)  0.2774
C (-8.5498, 29.7474, 30.1468)  -0.8786
C (-7.1261, 29.7332, 29.6137)  0.5517
O (-6.6730, 28.8000, 28.9137)  -0.6439
N (-6.4293, 30.8270, 29.9266)  -0.1475
C (-5.0412, 31.0980, 29.6957)  -0.8591
H (-8.6061, 29.0105, 30.9480)  0.2278
H (-9.1142, 29.3321, 29.3119)  0.2729
H (-8.9821, 30.7051, 30.4368)  0.3643
H (-6.9001, 31.6390, 30.2996)  0.2778
H (-4.4828, 30.5724, 30.4702)  0.2991
H (-4.7552, 32.1471, 29.7723)  0.3449
H (-4.7857, 30.7526, 28.6939)  0.2377
C (-5.8450, 31.3688, 24.3903)  -0.9535
C (-4.7975, 30.2268, 24.1279)  0.6133
O (-4.7042, 29.2344, 24.8495)  -0.6268
N (-3.9024, 30.3958, 23.1300)  -0.1530
C (-2.8013, 29.4869, 22.7385)  -0.8693
H (-5.9060, 32.1506, 23.6333)  0.3430
H (-5.5814, 31.9125, 25.2975)  0.2785
H (-6.8285, 30.9628, 24.6268)  0.2733
H (-3.8551, 31.2931, 22.6688)  0.2403
H (-1.9944, 30.1008, 22.3383)  0.3420
H (-3.1311, 28.8787, 21.8962)  0.3159
H (-2.3878, 28.7697, 23.4474)  0.2712
C (-5.4730, 25.4564, 32.3392)  -1.1601
C (-4.3174, 25.0617, 31.4369)  0.7201
O (-4.4217, 25.2910, 30.2186)  -0.6366
N (-3.2127, 24.5691, 31.8814)  -0.1059
C (-2.9121, 24.1668, 33.2709)  -0.8815
H (-5.7827, 24.5683, 32.8901)  0.3518
H (-6.3336, 25.9197, 31.8566)  0.2517
H (-5.0736, 26.1511, 33.0781)  0.3745
H (-2.4555, 24.3015, 31.2688)  0.2919
H (-3.7022, 23.4867, 33.5891)  0.2999
H (-2.9922, 25.0200, 33.9446)  0.2906
H (-1.9391, 23.6849, 33.3657)  0.3267

Values from the calculation:
E ... -4612.23951 Eh
HOMO energy ... -0.504 hartree
Kohn-Sham gap ... 3.2 eV
Charge ... +2
E_LUMO ... -0.387 Eh
Energy above the lowest of the compared OMol25 structures with the same formula, charge and spin ... 14.487 eV

# C4H11N2OSi

The ion C4H11N2OSi with charge +1 at a distorted geometry (ωB97M-V/def2-TZVPD, OMol25).

Last column: Mulliken charge in e.
Positions of all 19 atoms, in Å:
C (-0.6253, 1.3665, -1.2150)  0.6219
C (-1.6501, 2.1779, -2.0447)  -1.1368
C (2.1926, -1.0334, 0.4073)  -0.9353
C (0.0452, -2.3118, 2.4475)  -0.9743
N (-1.2998, 0.7218, -0.1659)  -0.1221
N (0.5993, 1.2407, -1.3024)  -0.5111
O (-0.7829, -0.4046, 0.4817)  -0.1319
Si (0.4661, -1.2121, 1.0282)  0.6116
H (-2.0776, 2.9463, -1.3187)  0.2991
H (-2.4138, 1.6293, -2.5181)  0.3754
H (-1.1739, 2.5397, -2.9879)  0.3266
H (2.8983, -1.7813, 0.9448)  0.3618
H (2.0878, -1.0633, -0.6393)  0.3301
H (2.5760, 0.0372, 0.4771)  0.3540
H (0.9931, -2.8465, 2.7938)  0.3310
H (-0.2414, -1.6654, 3.2878)  0.3358
H (-0.5503, -3.2327, 2.3121)  0.3636
H (-2.2976, 0.7223, -0.1470)  0.2792
H (1.1418, 1.4534, -2.1002)  0.2214

Values from the calculation:
E ... -632.93798 Eh
HOMO energy ... -0.489 hartree
Kohn-Sham gap ... 8.9 eV
Charge ... +1
E_LUMO ... -0.163 Eh
Energy above the lowest of the compared OMol25 structures with the same formula, charge and spin ... 3.198 eV